Entry 1:
C29H35AuN3P2 | ωB97M-V/def2-TZVPD

The geometry in ORCA input format:
```
! wB97M-V def2-TZVPD RIJCOSX def2/J DEFGRID3
* xyz 3 1
Au -0.09 -0.04 0.12
N 2.06 -0.10 0.04
C 2.77 0.81 1.00
C 2.64 2.27 0.55
C 1.73 3.14 1.42
C 0.27 2.71 1.52
N -0.27 2.10 0.26
H 2.34 -1.06 0.24
H 2.39 0.10 -0.90
H 3.81 0.50 1.05
H 2.33 0.65 1.99
H 2.33 2.29 -0.50
H 3.63 2.73 0.54
H 1.78 4.16 1.04
H 2.13 3.17 2.43
H -0.34 3.59 1.75
H 0.10 1.99 2.33
H 0.18 2.52 -0.55
H -1.26 2.31 0.17
C -3.24 -3.13 0.27
N -2.15 -2.14 0.39
P -2.33 -0.51 -0.02
C -3.54 0.27 0.98
C -4.90 0.19 0.63
C -5.85 0.71 1.50
C -5.46 1.32 2.68
C -4.11 1.44 3.01
C -3.15 0.92 2.17
C -2.76 -0.40 -1.74
C -2.39 -1.41 -2.64
C -2.67 -1.28 -3.98
C -3.31 -0.13 -4.45
C -3.66 0.89 -3.57
C -3.38 0.76 -2.22
P -0.52 -2.46 0.45
C -0.13 -4.08 -0.10
C -0.21 -5.10 0.87
C 0.04 -6.40 0.47
C 0.41 -6.67 -0.84
C 0.50 -5.66 -1.79
C 0.23 -4.35 -1.42
C 0.16 -2.27 2.11
C -0.57 -1.70 3.15
C 0.03 -1.55 4.40
C 1.34 -1.96 4.60
C 2.06 -2.54 3.56
C 1.48 -2.69 2.31
H -4.19 -2.60 0.30
H -3.21 -3.83 1.11
H -3.16 -3.68 -0.67
H -5.20 -0.26 -0.30
H -6.90 0.64 1.24
H -6.21 1.72 3.35
H -3.82 1.95 3.92
H -2.10 1.01 2.42
H -1.89 -2.31 -2.29
H -2.40 -2.06 -4.68
H -3.52 -0.02 -5.50
H -4.16 1.77 -3.93
H -3.67 1.55 -1.54
H -0.47 -4.88 1.90
H -0.04 -7.20 1.19
H 0.62 -7.69 -1.13
H 0.80 -5.88 -2.81
H 0.30 -3.56 -2.15
H -1.60 -1.42 3.02
H -0.54 -1.14 5.22
H 1.80 -1.84 5.57
H 3.07 -2.89 3.73
H 2.04 -3.17 1.52
*
```

Results
HOMO, eV: -17.44
Energy relative to the best compared isomer or geometry (same formula, charge and spin), kJ/mol: 75.4
M, u: 684.54

Formally, the Löwdin partial charges of the atoms, in units of the elementary charge, are as follows: 0.9678, -0.0818, -0.1912, -0.1783, -0.1692, -0.2021, -0.0612, 0.0785, 0.1159, 0.1342, 0.1171, 0.1079, 0.1332, 0.1303, 0.1337, 0.1336, 0.0997, 0.1106, 0.0875, -0.0423, -0.4547, 0.8595, -0.3626, -0.0677, -0.0181, -0.0050, -0.0333, -0.1016, -0.3597, -0.0847, -0.0313, -0.0133, -0.0287, -0.0818, 0.9434, -0.3651, -0.0623, -0.0185, -0.0024, -0.0303, -0.0733, -0.4058, -0.0902, -0.0366, -0.0232, -0.0341, -0.1084, 0.0896, 0.0993, 0.0945, 0.1195, 0.1317, 0.1329, 0.1260, 0.0779, 0.0824, 0.1259, 0.1314, 0.1285, 0.1119, 0.1226, 0.1313, 0.1333, 0.1283, 0.1065, 0.0943, 0.1248, 0.1292, 0.1278, 0.1162

=====

Entry 2:
C29H35Cl3MnN4O2P2 | ωB97M-V/def2-TZVPD

The geometry in ORCA input format:
```
! wB97M-V def2-TZVPD RIJCOSX def2/J DEFGRID3
* xyz 0 6
Mn 1.47 1.13 0.56
C 1.36 -4.84 -2.52
C 1.20 -3.52 -2.69
C 0.05 -2.72 -2.15
C 0.16 -2.48 -0.64
C -0.56 -3.48 0.21
C -1.22 -4.59 -0.19
C -0.96 -5.41 -1.42
C 0.53 -5.77 -1.69
C 2.65 0.73 2.18
H 2.22 -5.33 -3.00
H 1.98 -2.91 -3.18
H -0.92 -3.16 -2.38
H 0.08 -1.74 -2.64
H 1.23 -2.43 -0.36
H -0.25 -1.47 -0.42
H -0.55 -3.20 1.27
H -1.98 -5.03 0.48
H -1.40 -4.96 -2.33
H -1.49 -6.36 -1.26
H 1.03 -5.94 -0.72
H 0.53 -6.75 -2.20
H 2.95 -0.34 2.21
H 2.29 1.07 3.15
H 3.49 1.37 1.81
P -0.17 1.02 2.15
P 0.52 1.90 -1.37
N -1.29 -0.20 2.78
N -0.42 2.15 3.58
N -0.96 1.31 -2.15
N 0.59 3.34 -2.44
C -1.21 1.94 0.98
C -0.20 2.73 0.14
C -0.92 -1.24 3.64
C -2.08 -1.89 4.06
C -3.19 -1.22 3.48
C -2.68 -0.17 2.71
C 0.54 2.64 4.46
C -0.05 3.59 5.30
C -1.43 3.69 4.92
C -1.63 2.79 3.88
C -1.00 0.32 -3.14
C -2.34 0.05 -3.44
C -3.14 0.91 -2.63
C -2.27 1.69 -1.88
C -0.37 3.88 -3.31
C -0.01 5.19 -3.63
C 1.21 5.48 -2.92
C 1.55 4.34 -2.20
H -1.94 2.62 1.44
H -1.79 1.22 0.37
H -0.55 3.75 -0.11
H 0.75 2.88 0.78
H 0.12 -1.42 3.85
H -2.12 -2.74 4.73
H -4.24 -1.45 3.61
H -3.18 0.58 2.12
H 1.54 2.25 4.44
H 0.44 4.14 6.08
H -2.17 4.34 5.34
H -2.54 2.55 3.34
H -0.08 -0.05 -3.58
H -2.69 -0.68 -4.16
H -4.21 0.97 -2.61
H -2.47 2.46 -1.15
H -1.22 3.30 -3.63
H -0.57 5.86 -4.26
H 1.75 6.41 -2.95
H 2.37 4.15 -1.54
Cl 5.69 -0.20 0.22
C 4.74 -1.31 -0.78
Cl 5.80 -2.09 -1.96
Cl 3.94 -2.57 0.23
C 3.51 -0.52 -1.49
O 3.32 -0.80 -2.66
O 2.85 0.26 -0.71
*
```

Results
Expectation value of S²: 8.775
HOMO (spin up / spin down), eV: -7.47 / -8.57
Energy relative to the best compared isomer or geometry (same formula, charge and spin), kJ/mol: 194.5
M, u: 694.87

Formally, the Löwdin partial charges of the atoms, in units of the elementary charge, are as follows: 0.4763, -0.1119, -0.0970, -0.1917, -0.1891, -0.0993, -0.1061, -0.2078, -0.1893, -0.2660, 0.1019, 0.0992, 0.1014, 0.0589, 0.0722, 0.0900, 0.0914, 0.1006, 0.1030, 0.1052, 0.1203, 0.1048, -0.0038, -0.0624, -0.0074, 1.0744, 1.0968, -0.2400, -0.1851, -0.2449, -0.2335, -0.3771, -0.3927, -0.1350, -0.0859, -0.0763, -0.1450, -0.1303, -0.0854, -0.0799, -0.1486, -0.1335, -0.0671, -0.0677, -0.1736, -0.1185, -0.0808, -0.0895, -0.1536, 0.0835, 0.0658, 0.1181, 0.0636, 0.1080, 0.0951, 0.0945, 0.0960, 0.0834, 0.0918, 0.0939, 0.0889, 0.1149, 0.1027, 0.0965, 0.1042, 0.0992, 0.0936, 0.0931, 0.1026, 0.5921, -1.4918, 0.6021, 0.5892, -0.7532, -0.0040, -0.2442

=====

Entry 3:
C29H35IN2O13P2S | ωB97M-V/def2-TZVPD

The geometry in ORCA input format:
```
! wB97M-V def2-TZVPD RIJCOSX def2/J DEFGRID3
* xyz 0 1
C -0.56 -3.24 0.68
N -1.91 -3.73 1.01
C -2.93 -2.67 1.11
C -2.44 -1.33 1.75
C -1.75 -1.26 3.07
I -1.35 -3.03 4.26
C -1.29 0.00 3.66
C -1.48 1.28 3.00
C -2.21 1.26 1.70
C -2.67 -0.02 1.10
C -3.42 0.13 -0.28
S -2.19 0.63 -1.53
O -1.77 -0.57 -2.27
O -2.65 1.73 -2.38
C -2.44 2.65 1.04
O -3.46 3.00 0.49
C -1.27 3.68 1.15
C -0.95 4.58 0.04
P -1.81 4.67 -1.62
N -1.77 6.19 -2.14
C 0.21 5.49 0.25
C 0.96 5.50 1.52
P 2.39 6.67 1.64
O 2.05 8.04 2.07
O 3.51 5.92 2.64
O 3.11 6.70 0.11
C 0.59 4.60 2.65
C -0.53 3.68 2.44
C -0.99 2.65 3.54
O -0.95 2.96 4.71
H -0.54 -2.31 0.06
H -0.06 -4.04 0.06
H 0.07 -3.17 1.62
H -1.92 -4.36 1.81
H -3.38 -2.55 0.09
H -3.76 -3.07 1.77
H -0.75 -0.03 4.64
H -4.27 0.86 -0.16
H -3.89 -0.83 -0.63
H -1.05 1.07 -0.86
H -3.17 4.28 -1.58
H -1.07 3.90 -2.57
H -2.76 6.46 -2.27
H 0.55 6.19 -0.56
H 3.68 5.01 2.31
H 2.94 5.82 -0.28
H 1.16 4.63 3.61
O 1.25 -0.08 3.91
C 2.12 0.11 4.71
O 2.53 -0.81 5.63
C 3.50 -0.22 6.50
C 4.07 0.95 5.74
C 2.89 1.40 4.90
H 2.99 0.09 7.42
H 4.26 -0.96 6.75
H 4.48 1.73 6.38
H 4.88 0.60 5.08
H 2.26 2.11 5.44
H 3.20 1.81 3.94
O -1.52 -6.55 -3.91
C -1.70 -5.41 -4.24
O -0.95 -4.37 -3.80
C -1.50 -3.14 -4.31
C -2.29 -3.54 -5.54
C -2.79 -4.92 -5.17
H -2.12 -2.69 -3.54
H -0.69 -2.45 -4.55
H -3.09 -2.83 -5.78
H -1.63 -3.60 -6.40
H -3.73 -4.89 -4.62
H -2.88 -5.57 -6.04
O 3.96 -3.06 -1.90
C 3.57 -3.19 -3.03
O 4.39 -3.18 -4.12
C 3.60 -3.25 -5.31
C 2.28 -3.86 -4.88
C 2.13 -3.34 -3.46
H 3.49 -2.24 -5.71
H 4.11 -3.86 -6.05
H 1.45 -3.58 -5.54
H 2.36 -4.95 -4.87
H 1.65 -2.36 -3.43
H 1.61 -4.05 -2.83
*
```

Results
HOMO, eV: -8.58
M, u: 840.52

Formally, the Löwdin partial charges of the atoms, in units of the elementary charge, are as follows: -0.1386, -0.1554, -0.2065, -0.1466, -0.5157, 0.9247, -0.0791, -0.0361, -0.0234, -0.1201, -0.1821, 0.7138, -0.3806, -0.3991, -0.3026, 0.0745, -0.0560, -0.2283, 0.7537, -0.3371, -0.0394, -0.2009, 0.5488, -0.2644, -0.1672, -0.1602, 0.0307, -0.0342, -0.2757, 0.1212, 0.0848, 0.0858, 0.0462, 0.0331, 0.1072, 0.1332, 0.0948, 0.1211, 0.0972, 0.1041, 0.0229, 0.0103, -0.0493, 0.1087, 0.0734, 0.0676, 0.1241, 0.0832, -0.4541, 0.0393, -0.1517, -0.1570, -0.0758, 0.1304, 0.1284, 0.1208, 0.1230, 0.1336, 0.1250, 0.1231, -0.4811, 0.0097, -0.1662, -0.1559, -0.0772, 0.1081, 0.1164, 0.1192, 0.1179, 0.1336, 0.1271, 0.1190, -0.4813, 0.0274, -0.1607, -0.1627, -0.0864, 0.1269, 0.1254, 0.1084, 0.1268, 0.1306, 0.1233

=====

Entry 4:
C29H35N2O4PPt | ωB97M-V/def2-TZVPD

The geometry in ORCA input format:
```
! wB97M-V def2-TZVPD RIJCOSX def2/J DEFGRID3
* xyz 0 3
Pt -1.66 0.23 -0.43
O -2.00 3.81 1.59
C -2.04 2.55 1.13
O -1.59 2.32 -0.06
C -2.57 1.54 1.94
C -3.06 1.58 3.27
C -3.51 0.42 3.84
C -3.50 -0.82 3.13
C -3.00 -0.80 1.85
N -2.57 0.33 1.31
C -2.84 -1.99 0.92
O -3.23 -3.08 1.23
O -2.25 -1.71 -0.24
H -1.59 4.34 0.90
H -3.05 2.52 3.81
H -3.88 0.43 4.86
H -3.86 -1.74 3.55
C -0.73 -2.79 -2.80
C -1.05 -1.42 -3.41
C -0.65 -1.34 -4.88
P -0.42 -0.06 -2.33
C -0.22 1.41 -3.40
C -1.61 1.93 -3.79
C 0.59 2.48 -2.66
C 1.27 -0.53 -1.81
C 2.22 -1.05 -2.68
C 3.46 -1.50 -2.24
C 4.47 -2.07 -3.21
C 3.74 -1.43 -0.87
C 2.83 -0.91 0.02
C 1.59 -0.39 -0.43
N 0.78 0.34 0.36
C 0.84 0.30 1.76
C 0.52 -0.86 2.48
C 0.21 -2.17 1.78
C 0.42 -0.78 3.86
C 0.65 0.40 4.55
C 0.55 0.46 6.05
C 1.00 1.53 3.81
C 1.09 1.51 2.43
C 1.49 2.73 1.65
H -1.25 -3.57 -3.36
H -1.05 -2.85 -1.76
H 0.34 -3.00 -2.85
H -2.14 -1.28 -3.34
H 0.43 -1.38 -5.02
H -1.03 -0.44 -5.37
H -1.08 -2.20 -5.41
H 0.33 1.10 -4.30
H -2.16 2.22 -2.89
H -2.19 1.18 -4.32
H -1.52 2.81 -4.43
H 0.08 2.78 -1.74
H 0.69 3.37 -3.29
H 1.59 2.13 -2.40
H 1.99 -1.13 -3.74
H 4.15 -1.94 -4.24
H 4.61 -3.14 -3.04
H 5.44 -1.58 -3.09
H 4.70 -1.80 -0.51
H 3.07 -0.82 1.07
H 1.11 -2.78 1.70
H -0.18 -2.02 0.78
H -0.53 -2.74 2.35
H 0.12 -1.66 4.42
H -0.18 -0.26 6.42
H 0.27 1.45 6.39
H 1.52 0.21 6.51
H 1.20 2.47 4.33
H 1.46 3.62 2.28
H 0.84 2.87 0.79
H 2.51 2.62 1.26
*
```

Results
Expectation value of S²: 2.049
HOMO (spin up / spin down), eV: -5.94 / -7.66
Energy relative to the best compared isomer or geometry (same formula, charge and spin), kJ/mol: 35.0
M, u: 701.66

Formally, the Löwdin partial charges of the atoms, in units of the elementary charge, are as follows: 1.1134, 0.1117, -0.4742, -0.1751, -0.1989, 0.0054, -0.0548, 0.0007, -0.2015, -0.0539, -0.5702, 0.0950, -0.2413, 0.1255, 0.1165, 0.1047, 0.1162, -0.1003, -0.5180, -0.1059, 0.9274, -0.5341, -0.1144, -0.1029, -0.2593, -0.0467, -0.2604, -0.0474, -0.0287, 0.0104, -0.2942, 0.0935, -0.2314, -0.1894, -0.0216, -0.0064, -0.2651, -0.0496, -0.0080, -0.1964, -0.0300, 0.0848, 0.0551, 0.0715, 0.1059, 0.0622, 0.0630, 0.0832, 0.1042, 0.0652, 0.0661, 0.0827, 0.0525, 0.0820, 0.0735, 0.0984, 0.0752, 0.0847, 0.0815, 0.1183, 0.1222, 0.0901, 0.0531, 0.0866, 0.1238, 0.0756, 0.0751, 0.0820, 0.1183, 0.0793, 0.0572, 0.0865

=====

- Among the records above, which one has the lowest M?
  C29H35AuN3P2

=====

- M of number 2 (C29H35Cl3MnN4O2P2)?
  694.87 u

=====

- Which value of M does entry 4 give?
  701.66 u

=====

- Among the records above, which one has the lowest M?
  C29H35AuN3P2